{"formula": "C3H4AgBr2O3", "method": "the ωB97M-V functional and the def2-TZVPD basis", "elements": ["Ag", "C", "O", "O", "O", "Br", "C", "C", "Br", "H", "H", "H", "H"], "coordinates": [[-0.88, -2.34, 1.17], [-2.96, -0.46, 0.86], [-2.00, -0.38, 0.09], [-3.03, -1.50, 1.57], [-3.58, 0.58, 1.12], [1.50, -1.88, -0.23], [1.63, -0.06, -1.08], [1.48, 1.14, -0.10], [1.57, 2.87, -0.88], [1.02, 0.12, -1.97], [2.62, -0.05, -1.52], [2.18, 1.00, 0.73], [0.46, 0.96, 0.24]], "e_above_lowest_ev": 0.000, "e_homo_ev": [-9.905, -9.755], "orbital_gap_ev": [8.6, 8.0], "energy_ha": -5637.346363, "multiplicity": 2, "total_charge": 0}

---

{"formula": "C3H4AgO3", "method": "the ωB97M-V functional and the def2-TZVPD basis", "elements": ["C", "C", "O", "C", "O", "O", "H", "H", "H", "Ag", "H"], "coordinates": [[-1.38, 0.87, -0.28], [-1.27, -0.44, 0.12], [-0.16, -1.20, -0.02], [1.09, -0.79, 0.16], [1.34, 0.49, 0.16], [2.03, -1.55, -0.04], [-1.32, 1.04, -1.36], [-2.00, -0.93, 0.76], [-2.18, 1.42, 0.23], [3.53, -0.04, 0.31], [0.32, 1.12, -0.03]], "e_above_lowest_ev": 1.949, "e_homo_ev": [-20.283, -20.084], "orbital_gap_ev": [8.7, 5.6], "energy_ha": -488.506956, "multiplicity": 2, "total_charge": 2}

---

{"formula": "C3H4AgO3", "method": "the ωB97M-V functional and the def2-TZVPD basis", "elements": ["O", "Ag", "O", "C", "O", "C", "C", "H", "H", "H", "H"], "coordinates": [[0.98, 0.85, 1.13], [4.51, -0.06, -0.34], [2.57, -0.32, 0.11], [1.45, -0.17, 0.48], [0.36, -0.75, -0.12], [-0.70, -0.10, 0.31], [-1.82, 0.14, -0.60], [-1.06, -0.31, 1.34], [-2.60, -0.61, -0.43], [-2.26, 1.11, -0.27], [-1.43, 0.21, -1.63]], "e_homo_ev": [-26.614, -26.592], "orbital_gap_ev": [10.9, 5.2], "energy_ha": -487.737665, "multiplicity": 3, "total_charge": 3}

---

{"formula": "C3H4BBrN2O2", "method": "the ωB97M-V functional and the def2-TZVPD basis", "elements": ["B", "C", "C", "C", "N", "N", "O", "O", "Br", "H", "H", "H", "H"], "coordinates": [[-0.72, -1.35, -0.11], [2.02, 1.17, 0.81], [1.32, 1.63, -0.32], [1.36, -0.02, 1.07], [0.37, 0.81, -0.74], [0.43, -0.23, 0.20], [-0.78, -2.52, 0.55], [-1.52, -0.99, -1.02], [-3.91, 0.66, 0.31], [2.78, 1.65, 1.33], [1.62, 2.47, -0.84], [-1.58, -3.04, 0.42], [-1.40, -0.25, -1.66]], "e_above_lowest_ev": 2.318, "e_homo_ev": [-9.211, -9.360], "orbital_gap_ev": [8.0, 5.8], "energy_ha": -2975.542298, "total_charge": 0}

---

{"formula": "C3H4BFN2O2", "method": "the ωB97M-V functional and the def2-TZVPD basis", "elements": ["O", "B", "O", "C", "N", "N", "C", "C", "F", "H", "H", "H", "H"], "coordinates": [[-1.19, 0.89, -1.86], [-0.80, 1.04, -0.58], [-1.13, 2.09, 0.21], [0.06, -0.09, 0.05], [0.11, -0.38, 1.50], [0.91, -1.38, 1.78], [1.43, -1.80, 0.65], [0.94, -1.04, -0.43], [1.30, -1.22, -1.70], [-1.71, 1.59, -2.26], [-1.64, 2.79, -0.19], [-0.42, 0.10, 2.21], [2.14, -2.60, 0.63]], "smiles": "OB(O)c1[nH]ncc1F", "e_homo_ev": -9.404, "orbital_gap_ev": 9.5, "energy_ha": -501.518877, "total_charge": 0}

---

{"formula": "C3H4BNO2", "method": "the ωB97M-V functional and the def2-TZVPD basis", "elements": ["C", "O", "C", "C", "N", "B", "O", "H", "H", "H", "H"], "coordinates": [[0.56, -1.17, -0.96], [0.65, 0.25, -0.73], [-0.07, 0.65, 0.38], [0.50, 0.02, 1.56], [0.75, -0.46, 2.59], [-1.09, 1.78, 0.07], [-1.51, 0.51, 0.27], [-0.40, -1.43, -0.44], [1.54, -1.76, -0.70], [0.47, -1.28, -2.05], [-1.41, 2.90, 0.02]], "smiles": "CO[C@@]1(C#N)BO1", "e_above_lowest_ev": 3.552, "e_homo_ev": -10.729, "orbital_gap_ev": 11.0, "energy_ha": -346.731132, "total_charge": 0}

---

{"formula": "C3H4BNO2", "method": "the ωB97M-V functional and the def2-TZVPD basis", "elements": ["B", "C", "C", "C", "N", "O", "O", "H", "H", "H", "H"], "coordinates": [[1.09, -0.59, -2.68], [-1.70, 1.30, -0.09], [-0.45, 1.49, 0.50], [0.13, -0.59, 1.61], [-2.67, 1.57, -0.62], [0.89, -0.73, -1.52], [0.35, 0.76, 1.11], [1.68, -0.38, -3.59], [-0.79, -1.05, 1.51], [0.61, -0.68, 2.73], [0.86, -1.10, 1.03]], "e_above_lowest_ev": 5.492, "e_homo_ev": -8.311, "orbital_gap_ev": 8.0, "energy_ha": -346.659816, "total_charge": 0}

---

{"formula": "C3H4BeLiO2", "method": "the ωB97M-V functional and the def2-TZVPD basis", "elements": ["O", "Li", "C", "C", "H", "H", "H", "Be", "C", "O", "H"], "coordinates": [[0.37, 0.96, -0.11], [-1.51, 0.27, -0.42], [1.36, 0.21, -0.45], [1.46, -0.91, 0.45], [2.07, 0.51, -1.23], [2.31, -0.79, 1.14], [1.65, -1.83, -0.12], [0.49, 2.46, -0.29], [-3.78, -0.17, -0.12], [-4.88, -0.27, 0.04], [0.47, -0.45, 1.09]], "e_homo_ev": [-16.994, -22.101], "orbital_gap_ev": [5.9, 11.1], "energy_ha": -288.727815, "multiplicity": 2, "total_charge": 2}